The following is a quantum chemistry calculation of a cluster of 7 separate species, C14H31Cl2N3O15 in total in a non-equilibrium geometry, from the OMol25 dataset.

Summary:
HOMO   -10.674 eV
HOMO-LUMO gap   0.39074 Ha
SMILES   C[N+](=O)[O-].C[N+](=O)[O-].C[N+](=O)[O-].COC(=O)OC.COC(=O)OC.COC(=O)OC.ClCCCl

Element x y z (Å)
C: 8.7259 0.2633 -0.8958
N: 7.9533 1.3922 -1.5517
O: 8.0842 2.4993 -1.0688
O: 7.1520 1.0625 -2.4179
H: 9.7261 0.5956 -0.6181
H: 8.7481 -0.5207 -1.6528
H: 8.1920 -0.1587 -0.0443
C: 3.3136 -4.6859 8.4098
N: 1.8426 -4.7455 8.5396
O: 1.2053 -5.7075 8.0909
O: 1.2759 -3.8864 9.2198
H: 3.5882 -5.6098 7.9008
H: 3.8097 -4.6336 9.3790
H: 3.6249 -3.8203 7.8250
C: -1.9181 -2.6190 -2.6900
N: -2.5437 -3.6154 -3.6035
O: -2.0306 -3.8347 -4.6902
O: -3.5358 -4.2114 -3.1920
H: -0.9927 -2.3617 -3.2053
H: -1.8371 -3.2468 -1.8027
H: -2.4939 -1.6964 -2.6159
C: -6.8092 -2.9470 0.5401
O: -6.3490 -3.7953 1.6650
C: -5.0464 -3.8106 2.1294
O: -4.1572 -3.0705 1.7428
O: -4.9690 -4.5904 3.2007
C: -3.7658 -4.8674 3.8787
H: -6.6879 -3.6092 -0.3171
H: -6.1982 -2.0478 0.4607
H: -7.8842 -2.7679 0.5203
H: -3.8694 -5.5548 4.7183
H: -3.2673 -4.0308 4.3681
H: -3.0350 -5.3048 3.1985
C: -0.8631 6.9295 -0.6194
O: 0.3339 7.2766 0.1116
C: 1.3185 6.2672 0.2643
O: 1.2491 5.1060 -0.2095
O: 2.3626 6.8482 0.9810
C: 3.3672 5.9833 1.5202
H: -1.2807 6.0744 -0.0878
H: -0.6026 6.6971 -1.6520
H: -1.6105 7.7074 -0.4633
H: 3.5034 5.0011 1.0676
H: 3.0937 5.8075 2.5606
H: 4.3535 6.4471 1.5065
C: -0.2358 1.1243 -5.8640
O: -1.4052 1.6605 -5.2058
C: -2.5255 1.7041 -5.9466
O: -2.6967 1.2969 -7.1070
O: -3.4539 2.2469 -5.1625
C: -4.7842 2.4844 -5.6688
H: 0.7151 1.1732 -5.3335
H: -0.0005 1.6658 -6.7802
H: -0.3905 0.0925 -6.1798
H: -5.3449 2.6168 -4.7435
H: -5.1027 1.5773 -6.1823
H: -4.8187 3.3943 -6.2680
Cl: 2.4314 -1.6636 -0.0274
C: 2.2610 -0.0343 0.5924
C: 1.3598 -0.0547 1.8692
Cl: 2.2498 -0.9401 3.1763
H: 1.8896 0.5981 -0.2140
H: 3.2734 0.3429 0.7371
H: 0.3585 -0.4596 1.7227
H: 1.1441 0.9662 2.1842

---

The following is a quantum chemistry calculation of a cluster of 2 separate species, C2H8OS2 in total in a non-equilibrium geometry, from the OMol25 dataset.

Summary:
ΔE to the lowest compared entry with this formula, charge and spin   212.8 kJ/mol
HOMO   -9.405 eV
HOMO-LUMO gap   0.31569 Ha
SMILES   CSS.CO

Element x y z (Å)
C: -1.4056 -1.4388 1.3718
S: -0.9630 0.1742 0.8255
S: -0.4642 -0.2456 -1.3908
H: -2.3685 -1.9041 1.3275
H: -0.9159 -1.7937 2.2689
H: -0.8674 -2.1470 0.6962
H: -1.6759 0.1210 -1.6895
C: 2.1472 1.4740 -0.1176
O: 2.0605 0.0803 -0.1503
H: 3.2045 1.6877 0.1073
H: 2.0527 1.8334 -1.1638
H: 1.5324 2.0759 0.5362
H: 1.1819 -0.1343 -0.5532

---

The following is a quantum chemistry calculation of a structure of composition C40H51As3N4O2SV in a non-equilibrium geometry, from the OMol25 dataset.

Summary:
Charge   +2
HOMO (alpha / beta)   -12.944 / -12.496 eV
HOMO-LUMO gap (alpha / beta)   0.25480 / 0.23812 Ha
Spin multiplicity   2

Element x y z (Å)
V: 1.1294 1.1029 0.2252
O: 4.3045 2.7446 -5.9972
N: 5.2237 2.5558 -5.2075
O: 6.4291 2.6272 -5.3885
C: 4.7660 2.1800 -3.8650
C: 5.6096 1.4958 -3.0248
C: 5.2780 1.1184 -1.6704
C: 6.1617 0.6369 -0.6901
C: 5.7903 0.3703 0.5896
C: 4.3797 0.5190 0.8819
N: 3.5178 1.0239 0.0432
C: 3.9084 1.3768 -1.1712
C: 3.0539 2.1106 -2.0602
N: 1.8133 2.3180 -1.5537
C: 0.9323 2.9971 -2.2033
C: 1.2162 3.5650 -3.5017
C: 2.4549 3.3744 -3.9926
C: 3.5042 2.6291 -3.2929
H: 6.4904 1.0507 -3.4299
H: 7.2379 0.6649 -0.8383
H: 6.4348 0.0395 1.3459
H: 3.8472 0.2642 1.7745
H: -0.0392 3.0979 -1.7369
H: 0.5525 4.2455 -4.0273
H: 2.5114 3.6857 -5.0378
C: -3.7025 0.0285 -1.4506
As: -1.8513 0.0980 -0.9258
C: -1.1325 0.4297 -2.6672
C: -1.6324 -1.7223 -0.2759
C: -1.0204 -2.8376 -1.1062
C: -2.0604 -3.1960 -2.2288
C: 0.3085 -2.4421 -1.6646
As: 1.5411 -1.3000 -0.6927
C: 2.4224 -2.5735 0.5038
C: 2.9027 -1.5054 -2.0835
C: -0.9056 -4.1120 -0.1929
As: -2.3552 -4.9898 0.8343
C: -4.1052 -4.4206 0.0000
C: -2.3310 -3.6897 2.2790
H: -4.1103 0.8837 -2.0148
H: -4.2673 -0.2247 -0.5361
H: -3.6301 -0.7982 -2.1192
H: -1.5060 -0.3402 -3.3523
H: -0.0498 0.5530 -2.7670
H: -1.6893 1.2990 -3.0632
H: -2.6612 -2.0334 -0.0909
H: -1.1641 -1.6297 0.7120
H: -2.4186 -2.4009 -2.8768
H: -2.8836 -3.7676 -1.8441
H: -1.5726 -3.9207 -2.9407
H: 0.1032 -1.8864 -2.5619
H: 0.7994 -3.3377 -2.0448
H: 3.3462 -2.0624 0.7123
H: 2.5646 -3.4293 -0.1334
H: 1.7864 -2.7880 1.3045
H: 2.6177 -0.9709 -3.0033
H: 3.0186 -2.5259 -2.4139
H: 3.8344 -1.0427 -1.7143
H: -0.0872 -3.9480 0.5629
H: -0.5297 -4.9493 -0.7414
H: -4.3561 -4.9952 -0.9119
H: -4.1504 -3.3424 -0.1895
H: -4.9523 -4.5482 0.6945
H: -1.3664 -3.4682 2.6686
H: -3.0114 -3.9822 3.0346
H: -2.7070 -2.7052 2.0026
S: 2.0473 2.6948 4.5577
C: 1.9036 2.7210 2.8996
N: 1.6165 1.5743 2.4019
C: 1.5652 0.5617 3.3279
C: 1.0800 -0.8279 3.0347
C: 0.9807 -1.6046 4.1433
C: 1.2353 -1.1898 5.4598
C: 1.6008 0.1170 5.7254
C: 1.8012 0.9632 4.6090
H: 2.0315 3.6511 2.2764
H: 0.9240 -1.2150 2.0789
H: 0.7945 -2.7028 4.1648
H: 1.0867 -1.8282 6.2880
H: 1.8809 0.4828 6.6942
C: -1.7218 2.9903 2.1113
C: -2.1420 1.6206 1.5257
C: -1.8923 0.5720 2.6136
C: -1.1567 1.3528 0.3331
C: -3.5444 1.8291 1.0709
C: -3.8397 2.8463 0.1196
C: -5.1392 3.0932 -0.2688
C: -6.1989 2.3574 0.3958
C: -5.8841 1.4635 1.4285
C: -4.5361 1.2233 1.7625
H: -0.6780 2.8808 2.4273
H: -2.2534 3.3059 2.9562
H: -1.6868 3.7606 1.3937
H: -0.8157 0.2215 2.7006
H: -2.4569 -0.3121 2.3690
H: -2.2661 0.8423 3.6155
H: -1.1466 2.2384 -0.2812
H: -3.0350 3.3525 -0.3764
H: -5.3060 3.8336 -1.0500
H: -7.2390 2.4845 0.1024
H: -6.6809 0.9406 1.9473
H: -4.4719 0.5052 2.5698

---

> Which formula does entry 2 have?

C2H8OS2